Molecular formula: C23H29N2O4Ti
Method: DFT, ωB97M-V/def2-TZVPD

Cartesian coordinates (Å):
Ti -1.16 0.14 -0.27
C -0.55 -2.36 -1.70
C -0.14 -1.19 -2.61
C -0.62 -1.49 -4.04
C 1.33 -0.82 -2.52
C 2.19 -1.06 -3.57
C 3.51 -0.65 -3.52
C 3.96 0.07 -2.43
C 3.13 0.35 -1.35
C 3.64 1.30 -0.28
C 4.09 2.62 -0.90
C 4.77 0.67 0.54
C 1.83 -0.19 -1.36
N 0.94 -0.08 -0.27
C 1.32 -0.34 0.96
C 0.38 -0.34 2.00
C 0.56 -0.52 3.37
C -0.71 -0.45 3.94
C -1.63 -0.24 2.91
N -0.97 -0.17 1.73
C -3.13 -0.11 2.98
C -3.60 -0.25 4.43
C -3.53 1.28 2.46
C -3.78 -1.20 2.13
H -1.62 -2.56 -1.80
H -0.33 -2.18 -0.64
H 0.00 -3.26 -1.97
H -0.74 -0.29 -2.34
H -0.19 -2.42 -4.41
H -0.35 -0.68 -4.72
H -1.70 -1.59 -4.04
H 1.84 -1.57 -4.46
H 4.18 -0.85 -4.35
H 4.97 0.46 -2.43
H 2.82 1.55 0.40
H 4.95 2.48 -1.55
H 4.38 3.32 -0.12
H 3.29 3.07 -1.48
H 5.63 0.45 -0.09
H 4.46 -0.27 1.01
H 5.10 1.36 1.33
H 2.35 -0.58 1.20
H 1.50 -0.68 3.87
H -0.94 -0.55 4.99
H -3.15 0.52 5.06
H -3.33 -1.23 4.83
H -4.68 -0.14 4.48
H -3.09 2.07 3.06
H -4.62 1.39 2.48
H -3.21 1.42 1.42
H -3.47 -2.19 2.46
H -3.52 -1.09 1.07
H -4.86 -1.14 2.20
O -4.49 1.23 -2.06
C -3.42 1.14 -1.55
O -2.83 0.01 -1.19
C -2.52 2.38 -1.20
O -2.87 3.51 -1.39
O -1.36 1.99 -0.70

As for the net charge: 0. The LUMO energy (spin up / spin down) comes out at -0.742 / -0.684 eV. As for the energy relative to the best compared isomer or geometry (same formula, charge and spin): 0.0 kcal/mol. The spin multiplicity is 2.

---

Molecular formula: C22H18BCl2IN8O6Ti
Method: DFT, ωB97M-V/def2-TZVPD

Cartesian coordinates (Å):
Ti -0.49 0.31 -1.28
C 2.37 2.50 1.31
C 1.09 2.24 0.83
N 1.08 1.14 0.08
N 2.36 0.67 0.06
C 3.14 1.48 0.79
B 2.78 -0.60 -0.69
N 1.95 -1.78 -0.18
C 2.35 -3.03 0.11
C 1.22 -3.80 0.30
C 0.16 -2.92 0.09
N 0.61 -1.70 -0.19
N 2.49 -0.47 -2.19
C 3.30 -0.69 -3.24
C 2.53 -0.69 -4.39
C 1.23 -0.46 -3.94
N 1.22 -0.34 -2.62
H 2.68 3.31 1.93
H 0.17 2.78 0.95
H 4.19 1.25 0.89
H 3.95 -0.79 -0.51
H 3.39 -3.27 0.16
H 1.17 -4.85 0.55
H -0.90 -3.11 0.15
H 4.35 -0.83 -3.09
H 2.86 -0.82 -5.40
H 0.31 -0.36 -4.49
O -5.52 -2.64 0.06
C -5.18 -2.04 1.19
O -5.91 -2.01 2.15
C -3.86 -1.36 1.22
C -3.32 -0.70 2.32
Cl -3.93 -0.47 3.89
N -2.10 -0.24 1.99
N -1.80 -0.57 0.72
C -2.83 -1.24 0.25
C -2.73 -1.66 -1.18
O -3.54 -2.47 -1.64
O -1.75 -1.13 -1.80
C -1.11 0.39 2.80
C 0.11 -0.27 2.96
C 1.08 0.31 3.75
C 0.83 1.53 4.37
C -0.38 2.18 4.19
C -1.36 1.61 3.39
H -4.82 -2.53 -0.66
H 0.28 -1.21 2.45
H 2.03 -0.18 3.88
H 1.59 1.99 4.99
H -0.56 3.14 4.65
H -2.30 2.11 3.20
Cl 1.42 3.12 -2.49
C -0.08 3.40 -3.42
C -0.80 2.13 -3.84
O -1.29 2.08 -4.95
O -0.89 1.18 -2.97
H 0.19 3.96 -4.31
H -0.74 3.98 -2.78
I -2.30 2.43 -0.38

As for the net charge: -1. The LUMO energy (spin up / spin down) comes out at 2.327 / 2.329 eV. The spin multiplicity is 2.

---

Molecular formula: C23H48CrNOP3S
Method: DFT, ωB97M-V/def2-TZVPD

Cartesian coordinates (Å):
Cr -0.66 -0.16 -0.41
P -1.89 1.81 0.30
P -2.25 -1.56 1.10
P 1.22 1.07 -1.20
H -1.43 -2.56 -1.70
C -0.51 -1.96 -1.69
C 0.44 -2.07 -0.59
H 0.24 -2.71 0.28
C -2.94 1.83 -1.19
C -3.08 1.94 1.66
C -1.10 3.44 0.42
C -1.91 -3.36 1.28
C -2.74 -1.26 2.86
C -3.90 -1.59 0.28
C 2.68 0.08 -1.65
C 2.05 2.22 -0.07
C 0.59 2.10 -2.57
H -0.12 -1.77 -2.69
H 1.51 -1.95 -0.77
H -3.59 2.71 -1.16
H -3.55 0.92 -1.22
H -2.32 1.86 -2.09
H -3.69 2.84 1.52
H -2.55 2.03 2.62
H -3.75 1.07 1.70
H -1.86 4.19 0.66
H -0.61 3.73 -0.52
H -0.37 3.43 1.23
H -2.80 -3.89 1.64
H -1.09 -3.49 2.01
H -1.59 -3.78 0.32
H -3.53 -1.97 3.16
H -3.11 -0.24 3.03
H -1.87 -1.42 3.51
H -4.51 -2.41 0.69
H -3.74 -1.77 -0.80
H -4.42 -0.64 0.41
H 3.41 0.68 -2.20
H 2.42 -0.80 -2.26
H 3.13 -0.30 -0.72
H 2.83 2.77 -0.61
H 2.48 1.64 0.75
H 1.33 2.93 0.36
H 1.42 2.47 -3.19
H 0.03 2.96 -2.18
H -0.08 1.52 -3.21
C 1.61 -1.26 -6.00
C 1.07 -0.67 -7.16
C 1.10 -1.36 -8.36
C 1.68 -2.63 -8.43
C 2.39 -3.12 -7.33
C 2.39 -2.43 -6.12
S 1.32 -0.44 -4.51
H -0.04 -0.66 -4.27
H 0.61 0.31 -7.06
H 0.64 -0.91 -9.24
H 1.60 -3.21 -9.35
H 2.93 -4.06 -7.43
H 2.95 -2.79 -5.26
O 1.29 -0.03 1.99
C 1.16 0.04 3.22
C 2.18 -0.47 4.20
C 2.87 0.69 4.93
C 2.14 1.14 6.19
C 0.74 1.71 5.91
C -0.21 0.73 5.22
N 0.04 0.58 3.79
H 1.69 -1.14 4.93
H 2.91 -1.04 3.63
H 3.89 0.38 5.19
H 2.99 1.55 4.24
H 2.05 0.29 6.89
H 2.74 1.92 6.69
H 0.29 2.00 6.87
H 0.83 2.63 5.30
H -0.13 -0.25 5.71
H -1.24 1.08 5.36
H -0.71 0.82 3.14

As for the net charge: +3. The LUMO energy (spin up / spin down) comes out at -9.134 / -12.401 eV. As for the energy relative to the best compared isomer or geometry (same formula, charge and spin): 0.0 kcal/mol. The spin multiplicity is 4.

---

Molecular formula: C17H18Cl3FN3O10OsSSi
Method: DFT, ωB97M-V/def2-TZVPD

Cartesian coordinates (Å):
Os -0.68 -0.16 -0.98
Cl -0.81 -5.00 -1.62
C -2.07 -3.80 -2.06
Cl -2.34 -3.84 -3.80
Cl -3.54 -4.15 -1.18
C -1.48 -2.45 -1.63
O -1.54 -2.07 -0.44
O -0.69 -1.84 -2.40
C -0.47 4.29 -1.88
Si 0.41 2.72 -2.36
C -0.20 2.13 -4.01
C 2.25 3.01 -2.58
N 0.17 1.57 -0.98
C 0.54 1.99 0.33
C -0.34 1.75 1.39
C 0.02 2.06 2.69
C 1.24 2.66 2.96
C 2.10 2.95 1.90
C 1.76 2.62 0.60
H -0.31 5.08 -2.61
H -0.14 4.65 -0.90
H -1.54 4.08 -1.82
H 0.28 2.75 -4.77
H -1.28 2.21 -4.09
H 0.04 1.08 -4.20
H 2.45 3.17 -3.64
H 2.84 2.15 -2.26
H 2.61 3.89 -2.04
H -1.32 1.34 1.19
H -0.66 1.83 3.50
H 1.52 2.90 3.97
H 3.05 3.43 2.09
H 2.46 2.81 -0.19
O -4.15 1.24 -2.25
S -3.22 0.23 -1.84
O -1.85 0.59 -2.48
O -2.63 0.29 -0.40
O -3.60 -1.12 -2.18
F -0.47 -5.74 1.78
C -0.21 -4.56 2.36
C 0.72 -3.73 1.89
N 1.04 -2.55 2.51
C 2.10 -1.71 1.96
C 1.82 -1.36 0.50
O 2.67 -1.53 -0.36
O 0.65 -0.85 0.36
C 0.36 -2.12 3.63
O 0.58 -1.07 4.21
N -0.61 -3.00 4.08
C -0.98 -4.23 3.55
O -1.84 -4.92 4.06
H 1.28 -3.96 0.99
H 3.06 -2.22 2.04
H 2.11 -0.80 2.54
H -1.13 -2.70 4.89

As for the net charge: -1. The LUMO energy (spin up / spin down) comes out at 1.714 / 1.400 eV. As for the energy relative to the best compared isomer or geometry (same formula, charge and spin): 0.0 kcal/mol.

---

Molecular formula: HNO2S
Method: DFT, ωB97M-V/def2-TZVPD

Cartesian coordinates (Å):
N -0.56 0.04 -0.67
S 0.25 0.78 -1.67
O -0.31 0.98 -2.95
O 1.60 1.33 -1.47
H -0.12 -0.28 0.36

As for the net charge: 0. As for the SMILES: N=S(=O)=O. The LUMO energy comes out at -0.320 eV. As for the energy relative to the best compared isomer or geometry (same formula, charge and spin): 10.3 kcal/mol.

---

Molecular formula: C3H3NS2
Method: DFT, ωB97M-V/def2-TZVPD

Cartesian coordinates (Å):
N -1.84 0.66 0.58
C -2.08 0.19 -0.44
S -2.43 -0.47 -1.95
S -2.43 1.25 -3.08
H -1.15 1.20 -3.49
C 0.78 -0.01 1.59
C 1.12 -1.14 1.79
H 0.50 0.98 1.41
H 1.42 -2.13 1.96

As for the net charge: 0. As for the SMILES: N#CSS.C#C. The LUMO energy comes out at -0.390 eV. As for the energy relative to the best compared isomer or geometry (same formula, charge and spin): 50.0 kcal/mol.

---

Molecular formula: C47H112N8O8
Method: DFT, ωB97M-V/def2-TZVPD

Cartesian coordinates (Å):
C 3.67 -4.31 -1.45
C 2.72 -5.41 -1.93
C 2.59 -6.61 -1.01
C 1.30 -4.68 -2.12
C 1.21 -3.71 -3.34
C 1.50 -4.49 -4.56
C 2.90 -5.11 -4.58
C 2.80 -6.02 -5.87
C 3.84 -3.93 -4.87
N 3.22 -5.86 -3.28
O 4.49 -6.39 -3.28
H 4.73 -4.44 -1.62
H 3.48 -3.38 -1.99
H 3.69 -4.31 -0.36
H 2.57 -6.37 0.05
H 1.63 -7.08 -1.22
H 3.41 -7.33 -0.96
H 0.52 -5.45 -2.16
H 1.15 -4.01 -1.28
H 0.20 -3.32 -3.46
H 1.92 -2.88 -3.33
H 1.25 -3.93 -5.47
H 0.73 -5.25 -4.57
H 3.74 -6.49 -6.18
H 2.47 -5.54 -6.79
H 2.08 -6.81 -5.65
H 3.49 -3.06 -5.42
H 4.80 -4.34 -5.18
H 4.18 -3.56 -3.90
H 4.17 -7.28 -3.47
C -1.80 -0.05 0.95
C -0.77 -0.97 0.20
C -1.39 -1.85 -0.95
C 0.29 -0.12 -0.54
C 1.41 0.37 0.28
C 2.07 -0.70 1.03
C 1.02 -1.47 1.93
C 1.76 -2.74 2.42
C 0.59 -0.58 3.01
N -0.10 -1.94 1.08
O -1.01 -2.83 1.74
H -1.43 0.96 1.15
H -2.60 0.08 0.22
H -2.31 -0.48 1.81
H -2.38 -2.24 -0.71
H -1.44 -1.28 -1.88
H -0.77 -2.69 -1.26
H 0.73 -0.83 -1.24
H -0.03 0.82 -1.00
H 2.17 0.90 -0.31
H 1.07 1.11 1.00
H 2.81 -0.28 1.70
H 2.52 -1.48 0.41
H 2.06 -3.32 1.54
H 1.07 -3.36 3.00
H 2.67 -2.51 2.96
H 1.36 -0.06 3.59
H -0.14 -1.08 3.64
H 0.15 0.38 2.74
H -0.87 -3.67 1.28
C 2.23 3.88 -1.20
C 0.99 4.57 -0.99
C 0.02 4.52 -2.25
C 0.35 3.80 0.17
C 1.05 3.93 1.58
C 1.08 5.39 2.04
C 1.67 6.35 0.84
C 1.36 7.71 1.34
C 3.19 6.20 1.01
N 1.13 5.95 -0.48
O 1.67 6.84 -1.47
H 2.92 3.69 -0.37
H 1.95 2.89 -1.54
H 2.75 4.31 -2.06
H -0.95 4.79 -1.84
H 0.21 5.28 -3.01
H -0.06 3.57 -2.78
H -0.66 4.22 0.16
H 0.21 2.73 -0.04
H 0.60 3.23 2.28
H 2.00 3.40 1.54
H 1.81 5.34 2.85
H 0.11 5.78 2.37
H 1.55 8.47 0.59
H 1.81 7.91 2.32
H 0.28 7.64 1.43
H 3.74 6.46 1.92
H 3.72 6.60 0.15
H 3.46 5.14 0.93
H 0.94 7.20 -1.98
C -2.70 5.45 3.07
O -2.74 5.10 4.45
C -3.47 3.89 4.86
C -2.84 2.58 4.28
C -3.76 1.43 4.61
N -1.60 2.40 4.90
H -3.51 4.97 2.51
H -1.82 4.95 2.66
H -2.56 6.52 2.96
H -3.54 3.79 5.94
H -4.51 3.93 4.53
H -2.63 2.73 3.22
H -4.70 1.54 4.06
H -3.89 1.36 5.69
H -3.36 0.48 4.29
H -1.86 2.17 5.85
H -1.17 3.29 5.12
C -1.95 3.10 8.95
O -2.50 2.03 8.09
C -2.14 0.77 8.53
C -0.96 0.20 7.76
C 0.27 1.02 7.50
N -1.58 -0.29 6.54
H -2.33 2.98 9.97
H -2.18 4.06 8.51
H -0.88 3.03 9.18
H -1.85 0.72 9.58
H -3.14 0.36 8.58
H -0.73 -0.62 8.43
H 0.79 1.29 8.42
H 0.04 1.91 6.92
H 0.94 0.42 6.89
H -1.73 0.43 5.85
H -1.17 -1.14 6.18
C -2.70 -5.47 -0.27
O -1.49 -5.77 0.38
C -1.58 -6.00 1.73
C -0.24 -6.35 2.37
C 0.31 -7.72 1.89
N -0.45 -6.57 3.76
H -3.10 -4.46 -0.13
H -3.55 -6.14 -0.34
H -2.37 -5.35 -1.30
H -2.06 -5.10 2.12
H -2.32 -6.77 1.98
H 0.56 -5.63 2.17
H -0.32 -8.60 2.05
H 1.29 -8.00 2.30
H 0.75 -7.69 0.90
H -0.97 -7.43 3.91
H 0.45 -6.69 4.19
C -3.44 4.40 -4.04
O -4.17 3.27 -4.60
C -3.78 1.93 -4.08
C -4.12 0.85 -5.13
C -3.73 -0.53 -4.59
N -3.35 1.14 -6.28
H -2.60 4.59 -4.70
H -3.19 4.15 -3.01
H -4.05 5.29 -3.92
H -2.71 1.88 -3.89
H -4.34 1.78 -3.16
H -5.19 0.85 -5.33
H -3.74 -1.22 -5.43
H -4.44 -0.80 -3.81
H -2.69 -0.47 -4.26
H -3.75 2.02 -6.55
H -3.45 0.48 -7.04
C 2.86 3.96 -6.02
O 2.29 2.87 -5.19
C 1.46 1.98 -5.81
C 0.57 1.01 -4.93
C 1.50 0.15 -4.01
N -0.15 0.14 -5.83
H 2.55 4.98 -5.79
H 2.73 3.70 -7.07
H 3.94 4.10 -6.02
H 0.81 2.50 -6.51
H 2.11 1.44 -6.50
H -0.22 1.64 -4.52
H 2.26 0.81 -3.60
H 1.84 -0.72 -4.57
H 1.05 -0.34 -3.14
H -0.74 -0.27 -5.12
H -0.78 0.80 -6.27

As for the net charge: 0. As for the SMILES: CC1(C)CCCC(C)(C)N1O.CC1(C)CCCC(C)(C)N1O.CC1(C)CCCC(C)(C)N1O.COC[C@H](C)N.COC[C@H](C)N.COC[C@H](C)N.COC[C@H](C)N.COC[C@H](C)N. The LUMO energy comes out at 0.555 eV. As for the energy relative to the best compared isomer or geometry (same formula, charge and spin): 164.3 kcal/mol.